1.
DFT (ωB97M-V/def2-TZVPD) results for C8H22InN2O2 as an isolated structure in a non-equilibrium geometry.

Properties
* ⟨S²⟩: 0.7553
* frontier orbital gap (spin up / spin down): 3.15 / 3.14 eV
* charge: +4
* multiplicity: 2
* energy relative to the best compared isomer or geometry (same formula, charge and spin): 138.2 kJ/mol

XYZ file:
```
35
Properties=species:S:1:pos:R:3:forces:R:3:lowdin_charge:R:1
In -0.959 0.140 1.644 1.22 0.31 -0.14 1.47
C -1.098 -5.051 -0.166 -1.59 0.34 -0.40 0.04
C -0.854 -3.517 -0.033 1.18 1.35 0.86 -0.32
C -1.657 -2.587 -1.017 1.28 -1.63 0.14 -0.01
O -1.430 -1.156 -0.959 0.17 -2.52 1.00 -0.07
C -1.782 -0.462 -2.073 0.78 2.34 -0.64 0.03
N -1.033 -3.021 1.363 -0.30 -0.74 -0.82 0.15
H -2.166 -5.197 -0.005 0.07 -0.68 0.21 0.11
H -0.452 -5.697 0.428 -0.10 0.40 0.58 0.13
H -0.847 -5.370 -1.177 0.00 0.32 -0.43 0.13
H 0.228 -3.534 -0.156 0.14 1.04 -0.74 0.16
H -2.732 -2.700 -0.875 -0.74 0.06 0.28 0.20
H -1.487 -2.964 -2.026 -0.01 0.32 -0.47 0.18
H -1.267 -0.807 -2.970 -0.27 -0.65 -0.45 0.18
H -1.474 0.568 -1.895 -0.26 -0.12 -0.06 0.09
H -2.867 -0.442 -2.184 -0.75 -0.42 -0.42 0.19
H -0.376 -3.524 1.943 1.07 0.36 0.55 0.13
H -1.891 -3.380 1.759 -1.19 0.51 0.20 0.13
C 1.159 4.193 -1.169 -0.99 1.62 -0.20 0.07
C 1.128 2.882 -0.400 1.55 -3.40 0.00 -0.34
C 1.600 2.974 1.095 -1.16 0.70 0.54 -0.11
O 1.494 1.780 1.811 -0.78 -0.19 -1.68 -0.28
C 2.547 1.621 2.758 1.57 -0.87 1.55 -0.02
N -0.203 2.371 -0.492 0.39 2.06 -0.31 0.19
H 0.474 4.921 -0.735 -0.03 0.29 0.01 0.13
H 0.902 4.061 -2.220 0.05 -0.19 0.03 0.13
H 2.162 4.614 -1.094 0.58 -0.12 0.25 0.16
H 1.713 2.176 -0.989 0.71 -0.05 0.52 0.17
H 1.031 3.731 1.635 -0.09 0.40 -0.12 0.17
H 2.636 3.314 1.093 0.43 -0.05 -0.44 0.18
H 2.669 0.560 2.973 -0.44 0.07 0.24 0.11
H 2.383 2.218 3.655 -0.21 -0.12 -0.02 0.13
H 3.515 1.892 2.337 -0.13 0.25 -0.34 0.12
H -0.376 2.144 -1.461 -0.25 -1.14 -0.40 0.12
H -0.690 3.251 -0.400 -1.92 0.15 1.12 0.14
```
Positions in Å, forces in eV/Å.

2.
DFT (ωB97M-V/def2-TZVPD) results for C8H22LiNO4 as an isolated structure in a non-equilibrium geometry.

Properties
* frontier orbital gap: 6.63 eV
* energy relative to the best compared isomer or geometry (same formula, charge and spin): 198.0 kJ/mol

XYZ file:
```
36
Properties=species:S:1:pos:R:3:forces:R:3:lowdin_charge:R:1
Li 0.002 0.291 -0.391 0.36 -0.05 -1.33 0.62
C 2.857 0.136 -1.141 -1.39 -2.14 -1.10 -0.36
O 1.515 0.341 -1.560 1.21 0.98 0.91 -0.49
H 3.525 -0.304 -2.032 -0.84 1.42 1.76 0.09
H 2.786 -0.724 -0.441 0.64 -0.28 0.05 0.02
H 3.357 0.892 -0.483 -0.04 0.28 -0.98 0.04
C -2.733 -0.631 -1.123 -0.27 6.31 -0.90 -0.07
O -1.448 -0.806 -1.751 -3.49 4.49 3.47 -0.19
H -2.710 0.034 -0.211 0.74 -1.20 -0.42 0.09
H -3.351 -1.429 -0.938 -0.92 -2.48 0.12 0.05
H -3.350 0.188 -1.772 1.06 -2.24 1.00 0.14
H -1.652 -0.561 -2.564 -0.92 2.14 -6.30 0.03
C -0.826 -2.869 -1.383 7.33 -0.34 -0.55 -0.03
O -0.247 -1.776 -0.582 1.14 -3.20 4.38 -0.31
C -0.018 -2.190 0.805 -1.77 2.93 -1.14 -0.13
C 0.538 -0.982 1.573 -3.77 -0.05 -2.63 -0.18
N -0.507 0.041 1.682 -0.63 -2.85 -0.97 -0.13
C -0.201 1.271 2.332 -0.49 0.18 -0.13 -0.18
C 0.595 2.189 1.373 1.02 -4.93 -1.72 -0.18
O -0.093 2.338 0.111 -0.19 -1.84 2.85 -0.25
C 0.538 3.269 -0.674 -3.67 3.17 -0.46 -0.13
H 0.146 -3.478 -1.782 -2.59 0.83 0.98 0.16
H -1.201 -2.223 -2.104 -0.67 -1.73 -1.83 0.03
H -1.485 -3.391 -0.828 -2.19 -2.09 1.72 0.05
H 0.703 -2.898 0.704 1.88 -2.70 0.67 0.09
H -0.995 -2.491 1.290 0.98 -0.21 -0.46 0.15
H 1.308 -0.540 1.104 3.19 1.06 -1.95 0.06
H 0.821 -1.257 2.476 1.59 -1.57 4.45 0.08
H -1.254 -0.540 2.094 -0.07 1.46 -0.02 0.13
H 0.350 1.114 3.296 -0.40 0.50 -0.53 0.14
H -1.246 1.600 2.461 0.73 1.04 0.63 0.13
H 1.701 1.728 1.221 -2.36 0.70 -0.07 0.17
H 0.792 3.057 1.818 0.40 3.98 1.66 0.07
H 1.492 2.973 -0.912 2.32 -0.51 -0.89 0.05
H 0.457 4.270 -0.112 0.64 -1.03 -0.90 0.12
H -0.174 3.371 -1.555 1.45 -0.03 0.64 0.12
```
Positions in Å, forces in eV/Å.